91
Properties=species:S:1:pos:R:3 method="wB97M-V/def2-TZVPD" e_tot_ev=-55679.3906 total_charge=0 smiles="CCNC1=C(ON=O)C(=O)OC1=O.COCCNCCOC.COCCNCCOC.COCCNCCOC" lumo_ev=-0.777
C -3.78 -1.95 -1.24
C -5.08 -2.79 -1.56
N -6.04 -2.55 -0.44
C -7.40 -2.53 -0.86
C -8.14 -1.46 -0.55
O -7.77 -0.33 0.11
N -7.52 0.74 -0.83
O -6.67 0.48 -1.57
C -9.54 -1.80 -1.11
O -10.47 -1.15 -0.83
O -9.48 -2.94 -1.87
C -8.24 -3.56 -1.60
O -8.01 -4.65 -1.90
H -3.84 -1.67 -0.17
H -3.83 -1.00 -1.81
H -2.85 -2.52 -1.42
H -5.48 -2.54 -2.56
H -4.77 -3.85 -1.52
H -5.87 -3.30 0.23
C 2.08 0.61 2.10
O 1.47 1.81 1.63
C 2.02 2.26 0.40
C 0.95 2.23 -0.68
N 0.60 0.86 -1.03
C -0.57 0.75 -1.89
C -1.92 1.15 -1.30
O -2.36 0.29 -0.26
C -1.92 0.66 1.04
H 1.66 0.38 3.08
H 1.88 -0.22 1.42
H 3.16 0.75 2.22
H 2.89 1.69 0.10
H 2.33 3.30 0.55
H 1.31 2.75 -1.57
H 0.07 2.78 -0.30
H 0.42 0.34 -0.18
H -0.64 -0.30 -2.19
H -0.39 1.32 -2.81
H -2.66 1.05 -2.10
H -1.95 2.20 -0.99
H -1.82 1.74 1.15
H -0.98 0.17 1.28
H -2.67 0.30 1.75
C 3.60 -5.31 -2.52
O 3.43 -4.66 -3.77
C 3.01 -5.55 -4.80
C 1.63 -5.15 -5.30
N 0.62 -5.42 -4.29
C -0.70 -4.87 -4.61
C -0.83 -3.34 -4.63
O -0.67 -2.74 -3.35
C 0.67 -2.41 -3.01
H 3.98 -4.57 -1.81
H 2.65 -5.69 -2.14
H 4.32 -6.12 -2.59
H 3.03 -6.59 -4.48
H 3.73 -5.45 -5.62
H 1.40 -5.71 -6.21
H 1.67 -4.08 -5.55
H 0.92 -5.03 -3.40
H -1.39 -5.25 -3.86
H -1.02 -5.26 -5.58
H -1.85 -3.11 -4.93
H -0.17 -2.87 -5.37
H 1.27 -2.13 -3.88
H 1.15 -3.23 -2.48
H 0.64 -1.56 -2.33
C 2.39 6.47 6.82
O 2.66 6.62 5.43
C 4.00 7.02 5.17
C 4.72 5.94 4.39
N 4.96 4.77 5.22
C 5.45 3.61 4.48
C 4.50 2.96 3.48
O 3.37 2.34 4.08
C 2.25 3.20 4.26
H 1.33 6.22 6.93
H 2.98 5.65 7.25
H 2.59 7.40 7.36
H 4.54 7.27 6.09
H 3.95 7.93 4.56
H 5.68 6.33 4.04
H 4.11 5.69 3.52
H 4.09 4.51 5.68
H 5.72 2.85 5.23
H 6.38 3.88 3.97
H 5.05 2.15 2.99
H 4.19 3.64 2.69
H 2.19 3.96 3.48
H 2.29 3.67 5.25
H 1.35 2.58 4.23

87
Properties=species:S:1:pos:R:3 method="wB97M-V/def2-TZVPD" e_tot_ev=-121185.2850 total_charge=0 smiles="N#C[C@@H](Br)[C@@](I)(C#N)CC=O.CC(C)O.CC(C)O.CC(C)O.CC(C)O.CC(C)O.CC(C)O" lumo_ev=-0.650
N -0.66 1.66 -1.33
C -1.69 2.18 -1.18
C -2.90 2.86 -0.90
Br -2.73 4.61 -1.71
C -4.20 2.09 -1.32
I -3.80 0.75 -2.95
C -4.60 1.34 -0.17
N -4.93 0.70 0.78
C -5.36 3.00 -1.71
C -6.65 2.26 -1.73
O -7.65 2.70 -1.21
H -2.93 3.02 0.14
H -5.20 3.37 -2.69
H -5.49 3.78 -1.01
H -6.68 1.30 -2.25
C 0.53 -2.57 -0.87
C -0.39 -2.36 -2.06
C 0.39 -2.30 -3.37
O -1.14 -1.16 -1.87
H 1.23 -1.73 -0.79
H -0.05 -2.60 0.05
H 1.11 -3.49 -0.96
H -1.12 -3.17 -2.11
H 1.10 -1.46 -3.35
H -0.28 -2.15 -4.21
H 0.96 -3.22 -3.53
H -0.52 -0.43 -1.81
C 2.50 0.84 0.77
C 3.49 -0.12 1.43
C 3.77 0.26 2.87
O 4.70 -0.14 0.67
H 2.91 1.85 0.76
H 2.32 0.54 -0.26
H 1.55 0.86 1.31
H 3.10 -1.14 1.39
H 4.20 1.27 2.92
H 4.48 -0.43 3.32
H 2.85 0.25 3.46
H 5.07 0.75 0.68
C 5.59 -1.60 -3.55
C 4.18 -1.17 -3.19
C 3.96 0.32 -3.44
O 3.89 -1.47 -1.83
H 6.32 -1.06 -2.93
H 5.72 -2.66 -3.36
H 5.82 -1.39 -4.59
H 3.46 -1.74 -3.79
H 4.64 0.91 -2.82
H 2.95 0.61 -3.19
H 4.14 0.58 -4.49
H 4.50 -0.97 -1.28
C -3.78 8.34 1.13
C -2.91 7.18 1.59
C -2.58 7.28 3.07
O -1.72 7.11 0.81
H -3.26 9.29 1.27
H -4.02 8.24 0.07
H -4.72 8.38 1.69
H -3.43 6.24 1.40
H -2.01 8.20 3.27
H -1.95 6.44 3.38
H -3.48 7.30 3.69
H -1.23 7.92 0.95
C -2.28 -0.98 1.82
C -1.31 -1.47 2.88
C -1.96 -2.48 3.82
O -0.79 -0.36 3.63
H -3.14 -0.48 2.28
H -1.79 -0.27 1.16
H -2.65 -1.81 1.21
H -0.45 -1.92 2.41
H -2.81 -2.02 4.34
H -1.25 -2.82 4.57
H -2.33 -3.35 3.26
H -1.53 0.06 4.07
C 1.50 -6.83 -0.68
C 1.97 -6.97 0.76
C 2.21 -5.61 1.40
O 3.15 -7.77 0.83
H 2.27 -6.32 -1.28
H 1.33 -7.81 -1.13
H 0.58 -6.25 -0.75
H 1.22 -7.51 1.33
H 3.00 -5.07 0.86
H 2.54 -5.72 2.43
H 1.31 -5.00 1.39
H 3.84 -7.32 0.33

86
Properties=species:S:1:pos:R:3 method="wB97M-V/def2-TZVPD" e_tot_ev=-57533.7331 total_charge=0 smiles="COCCCCCCCCCC[Si@H](I)OCCNC[C@H](C)O.CCOC(C)=O.CCOC(C)=O" lumo_ev=0.376
C 3.22 -0.25 1.72
O 2.11 -0.43 0.87
C 2.10 -1.66 0.15
C 1.29 -1.45 -1.11
C -0.10 -0.89 -0.84
C -0.84 -0.65 -2.16
C -2.27 -0.13 -1.92
C -2.46 1.27 -2.51
C -3.65 2.04 -1.95
C -3.47 2.49 -0.50
C -2.34 3.56 -0.39
C -1.14 2.99 0.37
Si 0.41 4.06 0.41
I 0.28 5.83 -1.28
O 1.68 3.02 0.15
C 2.97 3.57 -0.10
C 3.76 2.57 -0.91
N 3.67 2.89 -2.34
C 4.14 1.77 -3.17
C 4.40 2.25 -4.61
C 3.95 1.26 -5.64
O 5.80 2.50 -4.78
H 3.01 -0.57 2.74
H 4.10 -0.79 1.37
H 3.45 0.81 1.75
H 1.63 -2.41 0.78
H 3.10 -1.98 -0.12
H 1.83 -0.78 -1.76
H 1.21 -2.40 -1.64
H -0.66 -1.56 -0.21
H 0.03 0.06 -0.33
H -0.25 0.07 -2.72
H -0.88 -1.60 -2.68
H -2.93 -0.78 -2.48
H -2.51 -0.17 -0.87
H -1.53 1.84 -2.46
H -2.65 1.14 -3.57
H -3.86 2.90 -2.58
H -4.52 1.39 -2.00
H -3.16 1.62 0.06
H -4.40 2.87 -0.11
H -2.06 3.80 -1.40
H -2.73 4.43 0.12
H -1.42 2.67 1.37
H -0.84 2.09 -0.16
H 0.51 4.70 1.74
H 2.92 4.49 -0.68
H 3.51 3.78 0.83
H 3.29 1.60 -0.73
H 4.80 2.49 -0.59
H 2.68 2.98 -2.54
H 3.40 0.97 -3.19
H 5.06 1.38 -2.76
H 3.87 3.19 -4.74
H 4.59 0.39 -5.61
H 3.95 1.68 -6.63
H 2.95 0.93 -5.38
H 6.08 3.03 -4.03
O -5.24 -1.20 -1.43
C -5.69 -1.23 -0.32
O -4.87 -0.98 0.72
C -5.33 -0.82 2.07
C -5.47 -2.15 2.78
C -7.14 -1.61 -0.06
H -6.25 -0.24 2.09
H -4.56 -0.23 2.55
H -6.22 -2.79 2.30
H -5.77 -2.00 3.82
H -4.53 -2.69 2.76
H -7.21 -2.70 -0.05
H -7.74 -1.23 -0.87
H -7.54 -1.21 0.87
O 2.16 -6.62 6.07
C 2.28 -5.59 5.48
O 1.38 -4.60 5.70
C 1.52 -3.28 5.18
C 0.97 -3.17 3.77
C 3.35 -5.39 4.44
H 2.55 -2.94 5.25
H 0.94 -2.65 5.85
H 1.52 -3.81 3.08
H 1.04 -2.14 3.42
H -0.07 -3.48 3.75
H 3.01 -5.81 3.49
H 4.24 -5.92 4.76
H 3.64 -4.35 4.28

90
Properties=species:S:1:pos:R:3 method="wB97M-V/def2-TZVPD" e_tot_ev=-52165.0197 relative_energy_ev=0.798 total_charge=0 smiles="CCOC(C)=O.CCOC(C)=O.CCOC(C)=O.CN(C)C=O.CN(C)C=O.CN(C)C=O.CN(C)C=O" lumo_ev=0.010
C -34.02 -22.99 4.75
O -35.10 -22.69 5.22
N -33.32 -24.17 5.00
C -32.15 -24.47 4.25
C -33.86 -25.25 5.86
H -33.42 -22.36 4.08
H -31.39 -24.97 4.84
H -31.70 -23.60 3.77
H -32.46 -25.12 3.43
H -34.83 -25.04 6.29
H -33.91 -26.18 5.30
H -33.19 -25.53 6.68
C -26.06 -21.97 3.27
O -25.97 -20.89 3.85
N -26.23 -22.06 1.94
C -26.42 -23.34 1.22
C -26.12 -20.80 1.10
H -26.11 -22.99 3.67
H -25.51 -23.75 0.79
H -27.29 -23.19 0.59
H -26.77 -24.16 1.84
H -25.78 -19.99 1.76
H -25.29 -20.86 0.40
H -27.02 -20.53 0.55
C -30.38 -30.84 1.19
O -29.63 -30.90 0.22
N -31.68 -31.15 1.01
C -32.39 -31.39 -0.27
C -32.59 -31.11 2.13
H -30.00 -30.54 2.18
H -33.05 -30.58 -0.59
H -33.14 -32.18 -0.23
H -31.67 -31.75 -1.00
H -33.38 -31.86 2.14
H -32.16 -31.03 3.13
H -33.09 -30.14 1.98
C -32.15 -33.82 6.21
O -32.34 -34.97 6.53
N -31.56 -32.91 7.02
C -31.43 -31.50 6.66
C -31.08 -33.18 8.39
H -32.48 -33.34 5.28
H -30.37 -31.25 6.66
H -31.97 -30.91 7.40
H -31.91 -31.29 5.70
H -31.23 -34.26 8.51
H -30.06 -32.89 8.64
H -31.79 -32.65 9.02
O -28.75 -30.07 12.53
C -27.82 -29.62 11.89
O -27.87 -28.95 10.71
C -29.10 -28.52 10.15
C -29.94 -29.70 9.44
C -26.35 -29.84 12.33
H -28.90 -27.72 9.44
H -29.66 -28.05 10.96
H -31.00 -29.47 9.60
H -29.62 -30.66 9.85
H -29.68 -29.74 8.39
H -25.91 -29.04 12.92
H -25.66 -29.88 11.48
H -26.22 -30.75 12.92
O -25.23 -28.44 8.59
C -25.90 -28.59 7.58
O -26.51 -29.68 7.11
C -26.14 -31.01 7.49
C -24.95 -31.54 6.69
C -26.30 -27.30 6.86
H -27.02 -31.62 7.30
H -25.85 -31.12 8.54
H -24.94 -31.19 5.66
H -24.91 -32.63 6.72
H -24.04 -31.13 7.15
H -25.62 -26.50 7.15
H -27.29 -26.98 7.16
H -26.38 -27.48 5.78
O -29.99 -27.82 2.49
C -28.83 -27.92 2.92
O -28.51 -28.32 4.13
C -29.36 -28.77 5.25
C -30.40 -27.67 5.64
C -27.66 -27.46 2.15
H -28.75 -28.82 6.15
H -29.71 -29.78 5.02
H -31.10 -28.02 6.40
H -30.97 -27.32 4.78
H -29.94 -26.80 6.10
H -27.50 -26.39 2.24
H -27.82 -27.62 1.08
H -26.75 -27.93 2.51

89
Properties=species:S:1:pos:R:3 method="wB97M-V/def2-TZVPD" e_tot_ev=-62221.7910 total_charge=-1 lumo_ev=1.794
N 3.46 0.10 2.22
P 3.61 1.83 1.80
O 3.18 1.90 0.16
Al 1.88 2.85 3.11
C 0.13 2.78 2.03
C -0.94 1.77 2.47
C -0.41 0.40 2.80
F -1.38 -0.31 3.57
H 2.48 -0.10 2.40
H 3.93 0.06 3.12
H 2.36 2.40 0.03
H 1.76 2.09 4.53
H 2.29 4.39 3.42
H -0.31 3.77 2.12
H 0.34 2.60 0.98
H -1.66 1.62 1.67
H -1.50 2.14 3.32
H 0.50 0.44 3.39
H -0.26 -0.19 1.91
C -3.24 7.23 3.26
C -2.65 6.46 2.09
O -1.46 6.36 1.95
C -3.63 5.83 1.13
H -2.44 7.63 3.87
H -3.86 8.05 2.90
H -3.86 6.57 3.87
H -4.26 6.60 0.68
H -4.26 5.11 1.65
H -3.07 5.31 0.35
C -0.32 -1.46 -2.15
C 0.58 -0.34 -1.70
O 0.31 0.33 -0.73
C 1.83 -0.08 -2.51
H -1.17 -1.53 -1.48
H -0.67 -1.27 -3.16
H 0.23 -2.41 -2.13
H 1.55 0.17 -3.53
H 2.46 -0.97 -2.51
H 2.38 0.75 -2.06
C 6.93 1.72 -0.03
C 7.88 2.82 0.37
O 7.70 3.52 1.34
C 9.10 3.01 -0.51
H 6.08 1.65 0.65
H 6.55 1.91 -1.03
H 7.47 0.76 -0.03
H 8.78 3.25 -1.53
H 9.69 2.10 -0.52
H 9.70 3.83 -0.12
C -4.34 0.85 -2.40
C -3.85 0.01 -3.56
O -2.67 -0.18 -3.74
C -4.90 -0.58 -4.47
H -3.48 1.21 -1.82
H -4.91 1.70 -2.76
H -4.97 0.25 -1.75
H -5.49 0.21 -4.92
H -5.55 -1.25 -3.90
H -4.41 -1.16 -5.25
C -2.40 -4.69 -4.11
C -3.27 -4.37 -5.30
O -4.33 -3.80 -5.17
C -2.77 -4.80 -6.65
H -2.87 -4.33 -3.20
H -2.26 -5.77 -4.03
H -1.43 -4.21 -4.22
H -2.63 -5.89 -6.67
H -1.81 -4.32 -6.86
H -3.48 -4.52 -7.42
C 6.52 -0.07 6.51
C 5.26 0.58 5.97
O 5.22 1.08 4.88
C 4.04 0.56 6.87
H 7.31 0.02 5.77
H 6.83 0.43 7.43
H 6.34 -1.12 6.72
H 4.25 1.09 7.80
H 3.76 -0.47 7.09
H 3.22 1.06 6.35
C -5.36 -6.34 -1.01
C -4.86 -7.19 -2.15
O -3.68 -7.37 -2.34
C -5.90 -7.80 -3.06
H -4.51 -5.96 -0.44
H -5.93 -5.50 -1.40
H -5.99 -6.93 -0.35
H -6.50 -7.01 -3.52
H -6.56 -8.45 -2.48
H -5.42 -8.38 -3.84